*P*
C6H12O | ωB97M-V/def2-TZVPD

Last column: natural (NBO) charge in e.
CARTESIAN COORDINATES (ANGSTROEM)
C 2.839 0.175 0.569  -0.641
C 1.705 0.555 -0.368  -0.057
O 0.449 0.635 0.306  -0.548
C -0.047 -0.581 0.695  0.056
C -1.440 -0.364 1.240  -0.491
C -1.723 -0.752 -0.175  -0.267
C -2.079 0.301 -1.191  -0.633
H 2.643 -0.804 1.015  0.228
H 2.930 0.910 1.376  0.210
H 3.790 0.133 0.026  0.211
H 1.623 -0.161 -1.198  0.169
H 1.862 1.550 -0.796  0.184
H -0.456 -1.214 -0.357  0.246
H -1.651 0.678 1.485  0.225
H -1.767 -1.055 2.016  0.219
H -2.178 -1.735 -0.303  0.227
H -2.080 -0.112 -2.207  0.212
H -3.073 0.723 -0.993  0.219
H -1.348 1.118 -1.139  0.231

Results
Orbital gap, eV: 9.0
HOMO level, eV: -7.85

*Q*
C6H12O | ωB97M-V/def2-TZVPD

Last column: natural (NBO) charge in e.
CARTESIAN COORDINATES (ANGSTROEM)
C -0.042 2.452 -1.063  -0.388
C -0.555 1.889 0.017  -0.208
C 0.115 0.857 0.862  -0.275
C -0.207 -0.430 0.814  0.057
C -1.318 -1.001 -0.024  -0.668
C 0.611 -1.480 1.513  -0.649
H 0.974 2.310 -1.421  0.189
H -0.650 3.131 -1.646  0.201
H -1.610 2.028 0.242  0.202
H 1.058 1.144 1.314  0.210
H -0.928 -1.903 -0.508  0.213
H -1.705 -0.269 -0.728  0.226
H -2.105 -1.343 0.651  0.228
H 1.235 -2.015 0.801  0.230
H -0.007 -2.162 2.103  0.213
H 1.250 -1.028 2.274  0.216
O 1.548 -0.947 -1.936  -0.937
H 1.722 -0.118 -1.466  0.472
H 0.614 -1.116 -1.798  0.468

Results
SMILES: C=CC=C(C)C.O
Orbital gap, eV: 10.0
HOMO level, eV: -9.13

Name the least stable of them. *P*.

*P*
C4H6N2O | ωB97M-V/def2-TZVPD

Last column: natural (NBO) charge in e.
CARTESIAN COORDINATES (ANGSTROEM)
C -2.317 0.546 0.187  -0.250
O -1.484 -0.641 -0.015  -0.511
C -0.116 -0.459 -0.092  0.456
C 1.100 -1.387 0.025  -0.357
C 2.170 -0.518 0.023  -0.050
N 1.644 0.777 -0.113  -0.386
N 0.293 0.765 -0.228  -0.342
H -3.348 0.207 0.365  0.193
H -1.999 1.132 1.059  0.191
H -2.339 1.226 -0.676  0.189
H 1.134 -2.485 0.023  0.241
H 3.254 -0.606 0.228  0.229
H 2.005 1.443 -0.787  0.398

Results
SMILES: COc1cc[nH]n1
Orbital gap, eV: 9.9
HOMO level, eV: -8.80

*Q*
C4H6N2O | ωB97M-V/def2-TZVPD

Last column: natural (NBO) charge in e.
CARTESIAN COORDINATES (ANGSTROEM)
N 2.000 -0.807 -0.828  -0.833
C 0.711 -0.398 -0.430  0.262
C -0.541 -0.909 -0.632  -0.328
C -1.449 -0.153 0.183  -0.397
C -0.708 0.807 0.811  0.427
O -1.039 1.822 1.652  -0.671
N 0.598 0.671 0.439  -0.546
H 2.368 -0.263 -1.599  0.367
H 1.993 -1.779 -1.109  0.377
H -0.809 -1.705 -1.316  0.218
H -2.504 -0.319 0.316  0.216
H -1.998 1.927 1.612  0.489
H 1.379 1.106 0.902  0.419

Results
SMILES: Nc1ccc(O)[nH]1
Orbital gap, eV: 8.2
HOMO level, eV: -7.33

*R*
C4H6N2O | ωB97M-V/def2-TZVPD

Last column: natural (NBO) charge in e.
CARTESIAN COORDINATES (ANGSTROEM)
C 0.398 -1.351 -0.168  -0.426
N 1.181 -0.236 0.325  -0.639
C 0.863 1.089 0.220  0.756
O 1.530 1.966 0.728  -0.605
N -0.341 1.479 -0.476  -0.481
C -1.378 0.434 -0.763  -0.069
C -1.524 1.061 0.339  -0.056
H 0.662 -2.255 0.371  0.214
H 0.560 -1.522 -1.242  0.187
H -0.673 -1.166 0.042  0.221
H 2.055 -0.410 0.801  0.408
H -1.587 -0.262 -1.558  0.247
H -1.747 1.173 1.382  0.244

Results
SMILES: CNC(=O)N1C=C1
Orbital gap, eV: 9.3
HOMO level, eV: -8.54

*S*
C4H6N2O | ωB97M-V/def2-TZVPD

Last column: natural (NBO) charge in e.
CARTESIAN COORDINATES (ANGSTROEM)
H 2.070 1.317 1.668  0.344
N 1.599 0.804 0.922  -0.626
C 0.342 0.895 1.062  0.099
C -0.629 0.239 0.151  0.060
C -1.912 0.246 0.524  -0.364
N -0.249 -0.357 -1.064  -0.544
C 0.801 -1.065 -1.116  0.449
O 1.179 -1.675 -2.245  -0.658
H -0.132 1.458 1.881  0.161
H -2.675 -0.208 -0.098  0.213
H -2.204 0.691 1.471  0.197
H 1.497 -1.259 -0.305  0.180
H 0.557 -1.398 -2.937  0.489

Results
SMILES: [H]/N=C/C(=C)/N=C/O
Orbital gap, eV: 9.7
HOMO level, eV: -9.03

Name the least stable of them. *R*.

*P*
C4H6N2O | ωB97M-V/def2-TZVPD

Last column: natural (NBO) charge in e.
CARTESIAN COORDINATES (ANGSTROEM)
N 1.372 -0.163 -1.869  -0.835
C 0.590 -0.172 -0.693  0.255
C 0.763 -0.778 0.519  -0.323
C -0.252 -0.293 1.407  -0.403
C -1.033 0.554 0.666  0.431
O -2.155 1.268 0.946  -0.670
N -0.525 0.642 -0.596  -0.542
H 1.070 -0.850 -2.552  0.367
H 2.338 -0.363 -1.631  0.377
H 1.495 -1.548 0.720  0.217
H -0.361 -0.511 2.462  0.218
H -2.408 1.064 1.855  0.489
H -0.915 1.192 -1.344  0.420

Results
SMILES: Nc1ccc(O)[nH]1
Orbital gap, eV: 8.2
HOMO level, eV: -7.36

*Q*
C4H6N2O | ωB97M-V/def2-TZVPD

Last column: natural (NBO) charge in e.
CARTESIAN COORDINATES (ANGSTROEM)
C -0.765 -0.246 -1.331  0.298
C -1.424 0.507 -0.478  -0.390
C -0.511 1.393 0.343  -0.077
O 0.775 0.771 0.512  -0.538
C 0.772 -0.637 0.650  0.061
N 0.944 -1.346 -0.608  -0.477
N 0.291 -0.798 -1.700  -0.239
H -2.437 0.277 -0.167  0.233
H -0.301 2.366 -0.115  0.205
H -0.986 1.585 1.316  0.177
H 1.588 -0.920 1.320  0.198
H -0.174 -0.967 1.094  0.164
H 1.819 -1.772 -0.848  0.384

Results
SMILES: C1=CCOCNN=1
Orbital gap, eV: 9.4
HOMO level, eV: -8.53

Name the least stable of them. *Q*.

*P*
C4H6N2O | ωB97M-V/def2-TZVPD

Last column: natural (NBO) charge in e.
CARTESIAN COORDINATES (ANGSTROEM)
N 0.993 -1.394 -1.434  -0.802
C 0.468 -0.500 -0.476  0.036
C 1.109 -0.220 0.742  0.030
N 0.451 0.558 1.578  -0.600
C -1.006 1.231 0.341  0.337
O -2.346 1.195 0.619  -0.702
C -0.641 0.298 -0.624  -0.327
H 1.537 -2.121 -0.982  0.365
H 0.245 -1.844 -1.947  0.372
H 2.126 -0.593 0.923  0.190
H 1.083 0.904 2.313  0.376
H -2.758 2.067 0.521  0.492
H -1.253 0.466 -1.509  0.232

Results
Orbital gap (alpha / beta), eV: 7.7 / 7.7
HOMO level (alpha / beta), eV: -7.10 / -7.11

*Q*
C4H6N2O | ωB97M-V/def2-TZVPD

Last column: natural (NBO) charge in e.
CARTESIAN COORDINATES (ANGSTROEM)
C 1.795 -0.265 1.068  -0.441
N 0.659 -0.314 0.163  -0.551
C -0.455 0.269 0.560  0.650
O -1.007 0.639 1.560  -0.582
H 1.523 -0.330 2.128  0.216
H 2.456 -1.113 0.883  0.206
H 2.411 0.633 0.952  0.196
C -0.493 -0.547 -1.538  -0.077
N -2.441 0.970 -1.010  -0.560
C -1.367 0.335 -0.877  0.098
H -2.643 1.498 -0.154  0.366
H -0.753 -1.599 -1.582  0.238
H 0.315 -0.175 -2.153  0.242

Results
Orbital gap, eV: 8.2
HOMO level, eV: -9.01

Name the least stable of them. *Q*.

*P*
C4H6N2O | ωB97M-V/def2-TZVPD

Last column: natural (NBO) charge in e.
CARTESIAN COORDINATES (ANGSTROEM)
H -1.887 1.639 0.854  0.335
N -1.731 0.633 0.741  -0.522
C -0.505 0.407 0.495  0.152
C 0.670 1.276 0.352  -0.373
C 1.703 0.493 -0.004  0.061
N 1.335 -0.846 -0.112  -0.628
C -0.001 -1.017 0.218  0.632
O -0.594 -2.067 0.249  -0.528
H 0.697 2.345 0.512  0.233
H 2.731 0.774 -0.195  0.221
H 1.933 -1.610 -0.379  0.422
H -2.237 -0.694 -1.552  -0.024
H -2.051 -1.383 -1.341  0.018

Results
SMILES: [H]/N=C1\C=CNC1=O.[H][H]
Orbital gap, eV: 8.8
HOMO level, eV: -9.13

*Q*
C4H6N2O | ωB97M-V/def2-TZVPD

Last column: natural (NBO) charge in e.
CARTESIAN COORDINATES (ANGSTROEM)
C -1.275 1.694 0.880  -0.257
O -0.361 1.551 -0.225  -0.419
C 0.274 0.149 -0.355  0.535
C 1.110 1.058 0.187  -0.209
N 1.545 -2.206 -0.588  -0.669
C 0.286 -2.093 -0.728  0.269
N -0.386 -0.869 -0.671  -0.584
H -2.143 1.061 0.684  0.204
H -1.563 2.747 0.914  0.202
H -0.768 1.399 1.801  0.206
H 1.868 1.626 -0.338  0.221
H 1.813 -3.187 -0.656  0.344
H -0.399 -2.930 -0.905  0.157

Results
Orbital gap, eV: 9.6
HOMO level, eV: -8.66

*R*
C4H6N2O | ωB97M-V/def2-TZVPD

Last column: natural (NBO) charge in e.
CARTESIAN COORDINATES (ANGSTROEM)
C 0.456 1.042 -1.623  -0.656
C 0.416 0.142 -0.406  0.252
C -0.561 0.321 0.544  -0.473
C -0.472 -0.681 1.511  0.429
O -1.389 -0.840 2.529  -0.679
N 0.514 -1.548 1.426  -0.212
N 1.201 -0.888 -0.112  -0.486
H 1.217 0.823 -2.377  0.220
H 0.590 2.077 -1.290  0.238
H -0.526 0.995 -2.109  0.237
H -1.303 1.092 0.531  0.225
H -2.071 -1.455 2.214  0.493
H 1.928 -1.080 -0.838  0.410

Results
Orbital gap, eV: 9.0
HOMO level, eV: -8.51

Name the least stable of them. *Q*.

*P*
C6H12O3P | ωB97M-V/def2-TZVPD

Last column: natural (NBO) charge in e.
CARTESIAN COORDINATES (ANGSTROEM)
C -1.501 -0.053 -1.973  -0.753
C -0.879 0.775 -1.176  -0.025
C -3.068 0.998 1.185  -0.644
C 2.379 -2.295 0.442  -0.627
C -2.708 1.729 -0.076  -0.078
C 3.422 -1.179 0.507  -0.064
O 2.599 1.362 1.052  -1.114
O -1.319 1.736 -0.305  -0.551
O 3.281 -0.307 -0.579  -0.847
P 2.479 1.161 -0.375  1.515
H -1.065 -0.601 -2.849  0.184
H -2.616 -0.179 -2.258  0.100
H -3.567 1.756 1.784  0.189
H -3.666 0.079 0.997  0.198
H -2.110 0.829 1.573  0.233
H 1.379 -2.003 0.636  0.224
H 2.530 -2.515 -0.581  0.211
H 2.791 -3.121 1.077  0.184
H -2.899 2.748 0.073  0.152
H -3.298 1.393 -0.855  0.168
H 4.344 -1.670 0.274  0.153
H 3.490 -0.642 1.428  0.193

Results
Total charge: -1
Orbital gap (alpha / beta), eV: 5.8 / 5.8
HOMO level (alpha / beta), eV: -2.06 / -2.06

*Q*
C6H12O3P | ωB97M-V/def2-TZVPD

Last column: natural (NBO) charge in e.
CARTESIAN COORDINATES (ANGSTROEM)
C 0.820 -0.187 0.527  0.377
C -1.321 0.899 0.310  -0.633
C 0.579 2.110 -0.725  -0.623
C -0.144 0.120 -1.815  -0.614
C 0.100 -2.766 2.395  -1.011
C -0.015 0.728 -0.442  -0.202
O 0.445 -3.319 -0.395  -1.145
O 1.855 0.106 1.072  -0.629
O -1.686 -2.333 0.452  -1.179
P -0.211 -2.462 0.615  2.071
H -1.827 -0.115 0.362  0.277
H -1.996 1.403 -0.281  0.189
H -1.159 1.412 1.201  0.197
H 1.286 1.861 -1.508  0.204
H -0.267 2.678 -1.130  0.197
H 0.995 2.412 0.269  0.215
H -0.632 0.797 -2.561  0.190
H 0.825 -0.127 -2.325  0.211
H -0.847 -0.755 -1.856  0.242
H -0.421 -2.049 2.901  0.223
H -0.280 -3.728 2.692  0.220
H 1.135 -2.706 2.726  0.223

Results
Total charge: -1
Orbital gap, eV: 7.0
HOMO level, eV: -3.40

Name the least stable of them. *P*.

*P*
C5H10 | ωB97M-V/def2-TZVPD

Last column: natural (NBO) charge in e.
CARTESIAN COORDINATES (ANGSTROEM)
C -1.760 -1.701 0.927  -0.657
C -0.480 -1.081 0.547  -0.166
C -0.257 0.123 0.081  -0.189
C 1.133 0.491 -0.366  -0.431
C 1.198 1.869 -0.923  -0.618
H -2.277 -2.441 0.263  0.221
H -2.522 -0.943 0.798  0.210
H -1.793 -2.214 1.866  0.217
H 0.431 -1.816 0.610  0.171
H -1.020 0.855 0.150  0.194
H 1.710 0.371 0.479  0.209
H 1.505 -0.264 -1.059  0.214
H 1.047 2.004 -2.010  0.208
H 2.267 2.030 -0.892  0.208
H 0.819 2.715 -0.473  0.211

Results
SMILES: C/C=C/CC
Orbital gap, eV: 10.3
HOMO level, eV: -9.02

*Q*
C5H10 | ωB97M-V/def2-TZVPD

Last column: natural (NBO) charge in e.
CARTESIAN COORDINATES (ANGSTROEM)
C -1.380 -1.180 -0.373  -0.607
C -0.648 0.022 0.230  -0.209
C 0.084 0.957 -0.760  -0.402
C 1.307 0.987 0.190  -0.400
C 0.697 -0.193 0.985  -0.401
H -1.977 -1.733 0.364  0.209
H -2.068 -0.840 -1.160  0.208
H -0.679 -1.889 -0.836  0.200
H -1.354 0.587 0.853  0.197
H 0.309 0.450 -1.707  0.197
H -0.396 1.918 -0.984  0.204
H 1.386 1.916 0.767  0.200
H 2.280 0.798 -0.275  0.201
H 0.698 -0.106 2.079  0.204
H 1.166 -1.147 0.718  0.197

Results
SMILES: CC1CCC1
Orbital gap, eV: 11.9
HOMO level, eV: -10.55

*R*
C5H10 | ωB97M-V/def2-TZVPD

Last column: natural (NBO) charge in e.
CARTESIAN COORDINATES (ANGSTROEM)
C -0.566 -0.818 0.755  -0.379
C -0.084 -1.514 -0.336  -0.476
C 0.252 0.524 -1.496  -0.413
C 0.006 1.502 -0.566  -0.471
C 0.181 0.295 1.328  -0.481
H -1.635 -0.793 0.962  0.230
H 0.007 -0.968 1.870  0.324
H 0.983 -1.677 -0.464  0.203
H -0.737 -2.223 -0.836  0.209
H 1.278 0.261 -1.741  0.193
H -0.505 0.185 -2.193  0.207
H -1.014 1.850 -0.413  0.196
H 0.789 2.140 -0.174  0.204
H -0.244 0.912 2.115  0.234
H 1.264 0.299 1.236  0.219

Results
Orbital gap, eV: 8.9
HOMO level, eV: -7.71

*S*
C5H10 | ωB97M-V/def2-TZVPD

Last column: natural (NBO) charge in e.
CARTESIAN COORDINATES (ANGSTROEM)
C -0.620 1.437 1.732  -0.854
C 0.402 -1.303 0.666  0.227
C -0.664 -1.567 -0.359  -0.617
C 0.668 -1.078 -0.788  -0.424
C 0.895 0.304 -1.369  -0.592
H -1.477 1.429 1.051  0.204
H 0.101 2.192 1.408  0.212
H -0.964 1.665 2.743  0.220
H -0.135 0.453 1.745  0.228
H -0.978 -2.600 -0.496  0.251
H -1.495 -0.860 -0.339  0.250
H 1.368 -1.834 -1.153  0.249
H 0.804 0.275 -2.459  0.217
H 0.155 1.017 -0.991  0.214
H 1.890 0.683 -1.113  0.217

Results
Orbital gap, eV: 8.6
HOMO level, eV: -8.88

Name the least stable of them. *R*.

*P*
C5H10 | ωB97M-V/def2-TZVPD

Last column: natural (NBO) charge in e.
CARTESIAN COORDINATES (ANGSTROEM)
C 2.028 -0.655 -0.183  -0.615
C 1.462 0.651 0.178  -0.451
C -0.118 0.678 -0.101  -0.185
C -1.020 -0.335 0.181  -0.187
C -2.449 -0.196 -0.117  -0.611
H 1.810 -1.631 0.325  0.226
H 3.311 -0.681 0.028  0.187
H 1.873 -1.000 -1.192  0.213
H 1.799 1.619 -0.434  0.223
H 1.668 0.792 1.359  0.218
H -0.467 1.519 -0.527  0.180
H -0.631 -1.364 0.908  0.197
H -2.971 -0.909 -0.622  0.215
H -3.078 0.111 1.046  0.177
H -2.736 0.678 -0.639  0.213

Results
Orbital gap, eV: 10.2
HOMO level, eV: -8.95

*Q*
C5H10 | ωB97M-V/def2-TZVPD

Last column: natural (NBO) charge in e.
CARTESIAN COORDINATES (ANGSTROEM)
C -0.141 -1.130 -1.633  -0.440
C 0.596 -0.103 -1.103  -0.143
C 0.404 0.410 0.324  -0.315
C 0.199 -0.736 1.183  -0.604
C -0.789 1.382 0.372  -0.603
H 0.205 -1.385 -2.616  0.205
H -0.801 -1.838 -1.015  0.211
H 1.433 0.453 -1.689  0.207
H 1.386 0.815 0.580  0.208
H -0.587 -1.479 0.987  0.212
H -0.031 -0.493 2.278  0.205
H 1.266 -1.124 1.309  0.214
H -0.412 2.464 -0.103  0.200
H -1.103 1.721 1.415  0.218
H -1.626 1.043 -0.290  0.225

Results
SMILES: C=CC(C)C
Orbital gap, eV: 10.7
HOMO level, eV: -9.55

*R*
C5H10 | ωB97M-V/def2-TZVPD

Last column: natural (NBO) charge in e.
CARTESIAN COORDINATES (ANGSTROEM)
C -0.011 1.603 1.114  -0.605
C 0.360 0.273 0.493  -0.208
C -0.741 -0.816 0.337  -0.389
C -0.150 -1.289 -1.007  -0.402
C 0.575 0.086 -1.028  -0.394
H -0.919 1.995 0.743  0.204
H -0.114 1.468 2.207  0.211
H 0.824 2.284 0.849  0.208
H 1.184 -0.207 1.046  0.191
H -0.796 -1.521 1.161  0.197
H -1.773 -0.449 0.140  0.194
H -0.825 -1.589 -1.776  0.204
H 0.556 -2.085 -0.803  0.193
H 0.063 0.793 -1.607  0.198
H 1.610 0.175 -1.416  0.198

Results
SMILES: CC1CCC1
Orbital gap, eV: 11.6
HOMO level, eV: -10.34

Name the least stable of them. *P*.